{
  "formula": "C3H12NO",
  "method": "the ωB97M-V functional and the def2-TZVPD basis",
  "homo_lumo_gap_ev": [3.76, 11.70],
  "spin_multiplicity": 2,
  "de_lowest_kcal_mol": 31.4,
  "symbols": ["C", "O", "H", "H", "H", "H", "C", "N", "C", "H", "H", "H", "H", "H", "H", "H", "H"],
  "positions_angstrom": [[2.28285, 0.55407, -1.47403], [1.61541, -0.38891, -0.58357], [2.34187, 1.49362, -0.91320], [3.18556, 0.12958, -1.88995], [1.55006, 0.81538, -2.23804], [2.24243, -1.04542, -0.32976], [-1.56237, 1.02040, 0.18292], [-0.75677, 0.02299, 0.93287], [-1.14916, -1.40136, 0.89387], [-2.57394, 0.62496, 0.05999], [-1.76833, 1.86778, 0.84241], [-1.09347, 1.15469, -0.78368], [-0.77951, 0.29815, 1.97187], [0.22984, 0.06552, 0.61398], [-1.16334, -1.75437, -0.13141], [-2.15042, -1.53651, 1.29525], [-0.45069, -1.92056, 1.55046]],
  "forces_ev_per_angstrom": [[-1.834, 0.298, 0.874], [-0.215, 0.827, -0.875], [0.998, -0.186, -0.080], [0.233, 0.297, 0.022], [0.212, -0.433, -0.418], [0.678, -0.785, 0.448], [-1.109, -1.043, 0.300], [0.147, 0.049, 0.329], [-0.484, 0.066, -0.208], [0.201, -0.259, -0.328], [0.829, 0.433, -0.227], [-0.064, 0.559, -0.017], [0.189, 0.135, 0.110], [-0.198, 0.096, 0.158], [0.344, -0.124, -0.058], [-0.067, 0.266, 0.156], [0.138, -0.196, -0.188]],
  "mulliken_spin": [0.253, -0.104, -0.094, 0.041, -0.030, 0.002, 0.828, 0.870, 1.067, 0.012, -0.392, -0.080, -0.691, -0.045, -0.044, -0.282, -0.312]
}

{
  "formula": "C3H12NO",
  "method": "the ωB97M-V functional and the def2-TZVPD basis",
  "homo_lumo_gap_ev": [4.03, 11.52],
  "spin_multiplicity": 2,
  "de_lowest_kcal_mol": 26.1,
  "symbols": ["C", "C", "N", "H", "H", "H", "H", "H", "H", "H", "H", "C", "O", "H", "H", "H", "H"],
  "positions_angstrom": [[0.65147, 0.30040, -1.76906], [2.09841, -0.13593, -1.62241], [-0.22864, -0.33537, -0.68895], [0.53743, 1.36914, -1.62122], [0.24737, 0.00166, -2.73434], [2.31482, -1.20102, -1.65603], [2.47926, 0.21952, -0.66377], [-0.34978, -1.33611, -0.99788], [0.31862, -0.24604, 0.16572], [-1.09456, 0.23252, -0.68974], [2.60617, 0.28022, -2.49806], [-1.66702, -0.30498, 2.26018], [-0.70870, 0.58952, 1.63974], [-0.19922, 1.07132, 2.30406], [-1.54725, -0.35489, 3.33859], [-1.49500, -1.26084, 1.77030], [-2.64225, 0.11486, 2.02690]],
  "forces_ev_per_angstrom": [[-0.158, -0.873, 0.466], [-0.027, 0.216, -0.217], [1.505, 0.419, -2.371], [0.134, 0.121, -0.180], [-0.175, 0.093, 0.028], [-0.554, -0.159, -0.016], [0.346, 0.241, -0.243], [-0.424, -0.148, 0.355], [-0.448, -0.104, 0.704], [-0.489, -0.286, 0.438], [0.392, 0.262, 0.362], [0.472, 0.838, -0.618], [0.216, 0.305, 0.932], [-0.273, -0.124, -0.028], [0.133, -0.172, 0.027], [-0.400, -0.254, 0.310], [-0.251, -0.374, 0.050]],
  "mulliken_spin": [0.639, 0.129, 1.704, 0.091, -0.247, -0.115, -0.132, -0.689, -0.039, -0.384, -0.002, 0.474, -0.291, 0.039, 0.041, -0.111, -0.107]
}

{
  "formula": "C3H12NO",
  "method": "the ωB97M-V functional and the def2-TZVPD basis",
  "homo_lumo_gap_ev": 11.73,
  "de_lowest_kcal_mol": 32.9,
  "charge": 1,
  "symbols": ["C", "C", "C", "N", "H", "H", "H", "H", "H", "H", "H", "H", "H", "H", "O", "H", "H"],
  "positions_angstrom": [[0.00000, 0.00000, 0.00000], [0.08593, -1.82026, -1.57153], [1.46282, -1.98265, 0.55872], [0.28863, -1.40845, -0.14287], [0.83924, 0.55140, -0.45635], [-0.06952, 0.28258, 1.06392], [-0.93371, 0.29923, -0.50523], [-0.84144, -1.39034, -1.98597], [0.03187, -2.91885, -1.65387], [0.93865, -1.46387, -2.17358], [2.39574, -1.39441, 0.57458], [1.69232, -2.99635, 0.18945], [1.07954, -2.06227, 1.58992], [-0.52807, -1.87083, 0.31443], [2.55194, -4.01814, 1.95734], [1.73819, -4.28541, 1.47295], [3.01259, -4.86498, 2.15461]],
  "forces_ev_per_angstrom": [[0.718, 2.362, 0.453], [0.690, -0.321, -1.061], [0.196, -0.340, 1.151], [-2.578, -1.823, -0.821], [-0.406, -0.055, 0.212], [0.111, -0.226, -0.432], [0.430, -0.470, 0.209], [0.421, -0.109, 0.478], [0.106, 0.506, 0.231], [-0.342, -0.112, 0.310], [-0.730, 0.079, -0.439], [-0.295, 0.851, -0.187], [0.761, -0.075, -0.241], [0.787, 0.256, -0.213], [-0.406, -1.195, -0.369], [0.966, -0.169, 0.839], [-0.427, 0.841, -0.121]],
  "lowdin_charge": [-0.021, 0.009, -0.007, -0.266, 0.125, 0.123, 0.119, 0.113, 0.115, 0.122, 0.132, 0.092, 0.117, 0.192, -0.083, 0.039, 0.079]
}